Model A:
DFT (the ωB97M-V functional and the def2-TZVPD basis) results for a molecular structure, C40H47N7O3RuS2SbSe.

Summary:
LUMO level (alpha / beta)   0.53 / -1.16 eV
Spin multiplicity   6
HOMO (alpha / beta)   -5.590 / -7.024 eV
Gap between HOMO and LUMO (alpha / beta)   6.12 / 5.87 eV

Geometry as XYZ:
```
102
C40H47N7O3RuS2SbSe (the ωB97M-V functional and the def2-TZVPD basis)
Ru 0.454 0.949 0.779
N 0.619 -3.040 2.227
C 0.844 -1.712 2.244
O 1.685 -1.183 1.511
C 0.084 -0.907 3.263
C 0.066 0.589 2.958
H 1.017 -3.562 1.461
H -0.272 -3.366 2.564
H 0.568 -1.134 4.224
H -0.926 -1.316 3.346
H 0.916 1.065 3.466
H -0.842 0.981 3.435
C -3.911 -3.858 2.668
C -3.656 -2.420 2.327
C -4.324 -1.386 2.977
C -4.011 -0.104 2.572
N -3.118 0.165 1.629
C -2.495 -0.890 1.078
S -1.336 -0.585 -0.189
N -2.748 -2.174 1.392
H -4.976 -4.086 2.626
H -3.572 -4.076 3.683
H -3.377 -4.501 1.972
H -5.060 -1.576 3.744
H -4.502 0.752 3.023
C 1.475 -3.892 -4.283
C 0.552 -2.706 -4.389
C -0.325 -2.661 -5.473
C -1.229 -1.626 -5.633
C -1.272 -0.597 -4.705
C -0.403 -0.619 -3.628
C 0.507 -1.661 -3.463
Sb 1.676 -1.596 -1.684
C 3.676 -1.527 -2.415
C 3.913 -1.677 -3.775
C 5.200 -1.585 -4.283
C 6.254 -1.324 -3.424
C 6.014 -1.130 -2.073
C 4.728 -1.209 -1.546
C 4.503 -0.898 -0.094
C 1.243 -3.628 -1.084
C -0.133 -3.857 -1.046
C -0.647 -5.083 -0.656
C 0.222 -6.102 -0.297
C 1.589 -5.883 -0.344
C 2.127 -4.655 -0.729
C 3.624 -4.517 -0.755
H 1.816 -4.190 -5.274
H 0.957 -4.742 -3.833
H 2.356 -3.695 -3.674
H -0.290 -3.461 -6.203
H -1.897 -1.622 -6.484
H -1.975 0.217 -4.816
H -0.448 0.185 -2.902
H 3.088 -1.852 -4.454
H 5.373 -1.711 -5.343
H 7.264 -1.252 -3.807
H 6.837 -0.894 -1.410
H 5.449 -0.881 0.447
H 3.846 -1.615 0.395
H 4.021 0.074 0.026
H -0.821 -3.057 -1.289
H -1.718 -5.230 -0.625
H -0.160 -7.066 0.010
H 2.267 -6.686 -0.082
H 4.091 -5.499 -0.820
H 3.991 -4.044 0.157
H 3.967 -3.921 -1.599
C -1.762 5.096 -0.709
N -2.474 3.921 -0.254
C -3.847 4.073 0.176
C -1.926 2.702 -0.358
O -0.820 2.483 -0.842
H -2.179 5.470 -1.647
H -0.715 4.835 -0.852
H -1.846 5.881 0.046
H -4.508 4.283 -0.669
H -3.923 4.894 0.891
H -4.177 3.158 0.664
H -2.539 1.886 0.054
C 0.681 6.780 1.760
N -0.082 5.653 2.243
C 0.245 4.343 2.077
Se 1.646 3.624 1.145
N -0.710 3.613 2.687
C -1.670 4.435 3.239
C -2.835 4.170 3.939
C -3.593 5.262 4.333
C -3.197 6.570 4.044
C -2.024 6.835 3.350
C -1.272 5.742 2.954
H 1.543 6.392 1.220
H 1.018 7.392 2.596
H 0.071 7.386 1.088
H -0.665 2.593 2.667
H -3.136 3.157 4.165
H -4.511 5.099 4.878
H -3.816 7.395 4.369
H -1.717 7.847 3.129
O 2.235 1.152 -3.272
S 2.129 1.763 -1.952
N 1.937 0.862 -0.776
```

***

Model B:
DFT (the ωB97M-V functional and the def2-TZVPD basis) results for a molecular structure, C40H47N7O3RuS2SbSe.

Summary:
LUMO level (alpha / beta)   0.58 / -0.66 eV
Spin multiplicity   6
HOMO (alpha / beta)   -6.309 / -7.405 eV
Gap between HOMO and LUMO (alpha / beta)   6.89 / 6.75 eV

Geometry as XYZ:
```
102
C40H47N7O3RuS2SbSe (the ωB97M-V functional and the def2-TZVPD basis)
Ru 0.384 0.628 -1.769
N -2.791 3.653 -3.035
C -1.852 2.715 -2.806
O -1.167 2.735 -1.783
C -1.674 1.619 -3.820
C -0.209 1.214 -3.850
H -2.937 4.375 -2.349
H -3.324 3.659 -3.884
H -2.067 1.925 -4.797
H -2.293 0.777 -3.484
H 0.429 2.054 -4.127
H -0.032 0.397 -4.546
C -0.291 -3.858 1.838
C -0.334 -4.004 0.348
C -0.373 -5.251 -0.261
C -0.467 -5.261 -1.640
N -0.528 -4.155 -2.367
C -0.487 -2.992 -1.696
S -0.652 -1.558 -2.701
N -0.378 -2.879 -0.368
H -0.100 -4.812 2.328
H -1.252 -3.470 2.185
H 0.485 -3.147 2.120
H -0.341 -6.165 0.315
H -0.502 -6.197 -2.189
C -4.552 1.191 -0.879
C -4.427 2.040 0.358
C -5.482 2.866 0.738
C -5.431 3.604 1.911
C -4.319 3.514 2.733
C -3.258 2.701 2.360
C -3.291 1.977 1.174
Sb -1.672 0.681 0.615
C -2.672 -1.088 1.309
C -2.994 -1.973 0.278
C -3.706 -3.137 0.517
C -4.105 -3.431 1.813
C -3.815 -2.546 2.838
C -3.115 -1.359 2.609
C -2.922 -0.426 3.774
C -0.249 1.110 2.152
C 0.332 0.011 2.784
C 1.427 0.157 3.619
C 1.951 1.423 3.835
C 1.375 2.520 3.214
C 0.279 2.389 2.360
C -0.281 3.622 1.699
H -5.436 1.461 -1.455
H -4.633 0.134 -0.615
H -3.681 1.297 -1.526
H -6.363 2.918 0.108
H -6.265 4.237 2.188
H -4.275 4.072 3.660
H -2.396 2.627 3.013
H -2.668 -1.756 -0.733
H -3.932 -3.811 -0.299
H -4.651 -4.342 2.025
H -4.143 -2.769 3.847
H -2.655 -0.984 4.673
H -3.850 0.112 3.981
H -2.145 0.310 3.596
H -0.074 -0.978 2.604
H 1.877 -0.711 4.086
H 2.810 1.556 4.480
H 1.790 3.509 3.382
H 0.500 4.375 1.587
H -1.082 4.065 2.294
H -0.675 3.413 0.704
C 2.913 4.655 -0.499
N 3.300 3.348 -0.009
C 4.638 3.187 0.523
C 2.495 2.295 -0.123
O 1.342 2.360 -0.569
H 3.579 4.959 -1.310
H 2.977 5.394 0.303
H 1.893 4.602 -0.868
H 4.765 3.783 1.429
H 5.376 3.508 -0.215
H 4.806 2.138 0.762
H 2.934 1.355 0.217
C 5.669 -0.390 -1.869
N 4.502 -1.109 -2.335
C 3.444 -0.576 -2.985
Se 3.137 1.191 -3.399
N 2.576 -1.582 -3.230
C 3.029 -2.757 -2.657
C 2.466 -4.018 -2.558
C 3.203 -4.975 -1.880
C 4.454 -4.682 -1.328
C 5.013 -3.418 -1.428
C 4.271 -2.461 -2.102
H 5.531 0.661 -2.111
H 6.562 -0.766 -2.369
H 5.754 -0.512 -0.790
H 1.615 -1.416 -3.507
H 1.489 -4.231 -2.973
H 2.798 -5.972 -1.769
H 4.994 -5.458 -0.802
H 5.970 -3.184 -0.984
O 3.823 -0.690 0.766
S 2.545 -1.267 0.306
N 1.767 -0.556 -0.715
```

***

Stability verdict: model B, ahead by 1.040 eV

***

Model A:
DFT (the ωB97M-V functional and the def2-TZVPD basis) results for a single Cl2FHSi molecule.

Summary:
LUMO level   0.57 eV
Spin multiplicity   1
Structure (SMILES)   F[SiH](Cl)Cl
HOMO   -11.767 eV
Gap between HOMO and LUMO   12.33 eV

Geometry as XYZ:
```
5
Cl2FHSi (the ωB97M-V functional and the def2-TZVPD basis)
F 0.490 0.904 1.406
Si 0.115 0.044 0.100
Cl -1.580 -1.278 0.390
Cl -0.165 1.101 -1.531
H 1.140 -0.772 -0.365
```

***

Model B:
DFT (the ωB97M-V functional and the def2-TZVPD basis) results for 2 unconnected molecules or ions with the total composition Cl2FHSi.

Summary:
LUMO level   -0.50 eV
Spin multiplicity   1
HOMO   -10.136 eV
Gap between HOMO and LUMO   9.63 eV

Geometry as XYZ:
```
5
Cl2FHSi (the ωB97M-V functional and the def2-TZVPD basis)
F -4.285 1.857 -3.351
Si -2.830 1.616 -4.048
Cl -0.789 -0.166 0.829
Cl -2.264 0.010 -2.936
H 0.422 -0.179 0.426
```

***

Stability verdict: model A, ahead by 1.971 eV

***

Model A:
DFT (the ωB97M-V functional and the def2-TZVPD basis) results for 2 unconnected molecules or ions with the total composition C8H18N.

Summary:
LUMO level   -3.69 eV
Spin multiplicity   1
Charge   +1
HOMO   -11.731 eV
Gap between HOMO and LUMO   8.04 eV

Geometry as XYZ:
```
27
C8H18N (the ωB97M-V functional and the def2-TZVPD basis)
C -2.016 1.634 0.476
C -1.582 0.718 -0.444
C -0.967 -1.522 -1.356
C -1.340 -1.244 1.200
C 1.848 -0.534 -1.146
C 1.066 1.815 -0.232
C -1.054 -0.606 -0.193
C 1.150 0.287 -0.036
N 1.664 -0.027 1.353
H -2.258 2.591 0.143
H -2.162 1.335 1.581
H -1.417 0.987 -1.439
H -1.723 -2.170 -1.234
H -1.020 -0.942 -2.305
H -0.071 -2.215 -1.410
H -1.590 -0.479 1.960
H -2.274 -1.837 1.108
H -0.676 -2.111 1.619
H 1.613 -1.630 -0.957
H 2.954 -0.412 -0.944
H 1.529 -0.023 -2.058
H 0.442 2.270 0.466
H 0.787 2.191 -1.195
H 2.131 2.272 -0.052
H 1.636 0.845 1.902
H 2.414 -0.721 1.404
H 0.916 -0.472 1.789
```

***

Model B:
DFT (the ωB97M-V functional and the def2-TZVPD basis) results for a gas-phase ion, C8H18N (charge +1).

Summary:
LUMO level   -2.56 eV
Spin multiplicity   1
Charge   +1
Structure (SMILES)   C=CC(C)(C)[N+](C)(C)C
HOMO   -14.340 eV
Gap between HOMO and LUMO   11.78 eV

Geometry as XYZ:
```
27
C8H18N (the ωB97M-V functional and the def2-TZVPD basis)
C -2.430 -0.439 1.237
C -1.657 -0.520 0.258
C -0.540 0.441 -0.306
C -0.799 0.743 -1.809
C -0.534 1.771 0.502
N 0.814 -0.428 -0.028
C 1.097 -1.610 -0.903
C 1.963 0.532 -0.222
C 0.865 -0.874 1.412
H -3.142 -1.208 1.496
H -2.563 0.461 1.816
H -1.640 -1.281 -0.453
H 0.013 1.424 -2.104
H -1.768 1.227 -1.934
H -0.740 -0.226 -2.444
H -0.153 2.602 -0.070
H -0.107 1.871 1.563
H -1.623 1.924 0.521
H 0.264 -2.175 -1.201
H 1.807 -1.264 -1.775
H 1.744 -2.257 -0.272
H 1.982 1.065 -1.144
H 1.744 1.319 0.536
H 2.912 0.080 0.115
H 0.358 -1.851 1.379
H 1.846 -1.090 1.692
H 0.291 -0.235 2.139
```

***

Stability verdict: model B, ahead by 1.860 eV

***

Model A:
DFT (the ωB97M-V functional and the def2-TZVPD basis) results for a gas-phase ion, C5H9IN (charge +1).

Summary:
LUMO level   -3.63 eV
Spin multiplicity   1
Charge   +1
Structure (SMILES)   I[C@@]12C[C@@H]1CC[NH2+]2
HOMO   -13.630 eV
Gap between HOMO and LUMO   10.00 eV

Geometry as XYZ:
```
16
C5H9IN (the ωB97M-V functional and the def2-TZVPD basis)
I -3.224 -0.075 0.042
C -1.103 0.113 -0.206
C -0.440 1.241 -0.928
C -0.191 1.038 0.542
C 1.044 0.257 0.935
C 1.032 -0.965 0.012
N -0.412 -1.202 -0.304
H -1.066 2.074 -1.213
H 0.337 1.036 -1.647
H -0.571 1.759 1.248
H 0.976 -0.034 1.984
H 1.954 0.840 0.805
H 1.570 -0.762 -0.913
H 1.468 -1.847 0.478
H -0.540 -1.639 -1.225
H -0.833 -1.833 0.391
```

***

Model B:
DFT (the ωB97M-V functional and the def2-TZVPD basis) results for a gas-phase ion, C5H9IN (charge +1).

Summary:
LUMO level (alpha / beta)   -4.02 / -5.12 eV
Spin multiplicity   1
Charge   +1
HOMO (alpha / beta)   -12.997 / -12.364 eV
Gap between HOMO and LUMO (alpha / beta)   8.98 / 7.24 eV

Geometry as XYZ:
```
16
C5H9IN (the ωB97M-V functional and the def2-TZVPD basis)
C 0.398 -1.843 -0.591
C 1.585 -1.796 -1.043
C -0.562 -0.675 -0.200
C 1.192 1.106 -0.691
C -0.476 1.466 0.933
N 0.328 0.358 0.304
I 3.111 1.681 -0.162
H -0.014 -2.922 -0.385
H 2.576 -1.668 -1.361
H -1.055 -0.231 -1.036
H -1.322 -0.905 0.540
H 0.712 1.840 -1.287
H 0.091 2.389 1.167
H -1.042 1.783 0.079
H -1.205 1.082 1.649
H 0.968 -0.228 0.837
```

***

Stability verdict: model A, ahead by 5.264 eV

***

Model A:
DFT (the ωB97M-V functional and the def2-TZVPD basis) results for a single C2H7OPS molecule.

Summary:
LUMO level   0.38 eV
Spin multiplicity   1
Structure (SMILES)   CCS(=O)#[PH2]
HOMO   -8.838 eV
Gap between HOMO and LUMO   9.22 eV

Geometry as XYZ:
```
12
C2H7OPS (the ωB97M-V functional and the def2-TZVPD basis)
C 0.557 -1.467 -0.392
C -0.161 -0.733 0.690
S -1.139 0.508 -0.159
O -1.713 1.400 1.096
P 0.493 1.800 -0.918
H -0.178 -1.486 -1.293
H 1.483 -1.016 -0.889
H 0.814 -2.521 -0.257
H 0.330 0.001 1.361
H -0.707 -1.441 1.423
H -0.486 2.781 -1.048
H 0.706 2.174 0.386
```

***

Model B:
DFT (the ωB97M-V functional and the def2-TZVPD basis) results for 2 unconnected molecules or ions with the total composition C2H7OPS.

Summary:
LUMO level   0.37 eV
Spin multiplicity   1
HOMO   -8.525 eV
Gap between HOMO and LUMO   8.90 eV

Geometry as XYZ:
```
12
C2H7OPS (the ωB97M-V functional and the def2-TZVPD basis)
C 0.635 -0.279 -2.123
C -0.327 -1.460 1.850
O -0.612 -0.514 0.966
P -0.949 1.105 1.083
S 0.026 -1.020 3.416
H -0.137 -0.409 -1.466
H 1.623 -0.565 -1.791
H 0.732 0.823 -2.424
H 0.332 -0.888 -3.095
H 0.087 1.577 0.410
H -1.704 1.331 -0.044
H 0.293 0.298 3.217
```

***

Stability verdict: model A, ahead by 1.201 eV

***

Model A:
DFT (the ωB97M-V functional and the def2-TZVPD basis) results for 2 unconnected molecules or ions with the total composition CH3OS2.

Summary:
LUMO level (alpha / beta)   3.89 / 3.32 eV
Spin multiplicity   1
Charge   -1
HOMO (alpha / beta)   -3.929 / -2.413 eV
Gap between HOMO and LUMO (alpha / beta)   7.82 / 5.74 eV

Geometry as XYZ:
```
7
CH3OS2 (the ωB97M-V functional and the def2-TZVPD basis)
C 0.373 -0.862 -1.260
O -0.900 1.939 0.794
S -0.439 -0.255 2.701
S 0.228 1.146 1.429
H 0.721 -0.244 -2.047
H -0.712 -0.945 -1.294
H 0.730 -0.779 -0.323
```

***

Model B:
DFT (the ωB97M-V functional and the def2-TZVPD basis) results for 2 unconnected molecules or ions with the total composition CH3OS2.

Summary:
LUMO level (alpha / beta)   3.56 / 3.56 eV
Spin multiplicity   1
Charge   -1
HOMO (alpha / beta)   -2.917 / -2.919 eV
Gap between HOMO and LUMO (alpha / beta)   6.48 / 6.48 eV

Geometry as XYZ:
```
7
CH3OS2 (the ωB97M-V functional and the def2-TZVPD basis)
C -0.627 -0.026 -0.034
O 0.321 2.400 -0.473
S 1.053 -2.201 0.232
S -0.212 1.476 0.557
H 1.523 -0.926 0.293
H -0.600 -0.251 -1.134
H -1.458 -0.473 0.558
```

***

Stability verdict: model B, ahead by 0.522 eV